# CH4IPS

CH4IPS in the gas phase in a non-equilibrium geometry (ωB97M-V with the def2-TZVPD basis set, the Open Molecules 2025 dataset).

Computed properties:
Relative energy (zero: lowest compared OMol25 entry of this formula, charge and spin)   80.81 kJ/mol
LUMO level   -0.004 Eh
Spin multiplicity   1
Net charge   0

XYZ file:
```
8
CH4IPS (ωB97M-V with the def2-TZVPD basis set)
H 1.098 -1.473 -1.344
P 0.362 -0.033 1.005
C 0.470 -0.601 -1.004
S -0.783 1.795 0.810
H 0.898 0.239 -1.530
H -0.540 -0.657 -1.149
I -1.206 -1.838 1.541
H -0.299 2.569 1.670
```

---

# CH3As2F12KO

A molecular structure, CH3As2F12KO in a non-equilibrium geometry (ωB97M-V with the def2-TZVPD basis set, the Open Molecules 2025 dataset).

Computed properties:
LUMO level   0.132 Eh
Spin multiplicity   1
Net charge   -2

XYZ file:
```
20
CH3As2F12KO (ωB97M-V with the def2-TZVPD basis set)
F -17.121 8.417 -5.901
H -21.787 9.907 -11.751
F -21.866 12.840 -6.544
As -17.227 9.744 -7.156
F -16.515 10.876 -5.955
F -19.952 13.386 -7.809
H -22.972 9.930 -10.562
F -22.275 15.344 -5.945
F -17.253 11.099 -8.303
F -18.853 10.151 -6.662
F -20.092 14.125 -5.372
As -21.117 14.361 -6.872
F -17.952 8.657 -8.398
H -21.891 11.352 -10.785
K -21.751 10.113 -7.061
F -22.134 14.685 -8.336
O -21.020 9.776 -9.819
C -21.949 10.265 -10.734
F -15.697 9.222 -7.855
F -20.223 15.902 -7.215
```

---

# C6H6Cl2N2O2

C6H6Cl2N2O2 in the gas phase in a non-equilibrium geometry (ωB97M-V with the def2-TZVPD basis set, the Open Molecules 2025 dataset).

Computed properties:
Relative energy (zero: lowest compared OMol25 entry of this formula, charge and spin)   190.17 kJ/mol
LUMO level   -0.027 Eh
Spin multiplicity   1
Net charge   0

XYZ file:
```
18
C6H6Cl2N2O2 (ωB97M-V with the def2-TZVPD basis set)
C -0.241 -1.352 -0.767
N -3.036 -0.668 0.320
Cl 3.562 -0.200 -0.593
H -0.784 -2.195 -0.912
H 1.929 2.217 1.829
H 2.983 1.892 0.486
H 1.597 -2.464 -0.385
C 1.455 0.844 0.554
H 0.512 0.861 0.925
H -0.411 0.840 -1.170
C 1.857 -0.288 -0.046
C -2.123 0.208 -0.489
O -2.613 -1.741 0.688
O -4.108 -0.231 0.614
C 1.044 -1.434 -0.388
Cl -2.806 1.744 -0.662
N 2.062 2.046 0.857
C -0.879 -0.080 -0.860
```

---

# C4H12N3

A molecular structure, C4H12N3 in a non-equilibrium geometry (ωB97M-V with the def2-TZVPD basis set, the Open Molecules 2025 dataset).

Computed properties:
Relative energy (zero: lowest compared OMol25 entry of this formula, charge and spin)   530.28 kJ/mol
LUMO level   -0.153 Eh
Spin multiplicity   1
Net charge   +1

XYZ file:
```
19
C4H12N3 (ωB97M-V with the def2-TZVPD basis set)
C -1.154 0.391 -0.494
H -1.716 -1.290 0.501
N -1.706 -0.317 0.534
H 1.725 -2.583 -0.791
H 0.860 -0.131 -1.344
H 1.902 0.108 1.291
H -1.125 -0.089 -1.413
C -0.973 1.821 -0.254
C 0.916 -0.573 -0.406
H 1.177 -2.297 0.805
N 1.628 1.586 0.063
C 1.025 -2.055 -0.209
H -1.089 2.058 0.698
N 1.544 0.325 0.354
H -2.148 0.072 1.338
H -1.294 2.427 -0.955
H 0.357 1.938 -0.251
H 2.010 2.194 0.794
H 0.172 -2.600 -0.416
```

---

# C3H4N2O

C3H4N2O in the gas phase in a non-equilibrium geometry (ωB97M-V with the def2-TZVPD basis set, the Open Molecules 2025 dataset).

Computed properties:
Relative energy (zero: lowest compared OMol25 entry of this formula, charge and spin)   359.31 kJ/mol
LUMO level   0.015 Eh
Spin multiplicity   1
Net charge   0

XYZ file:
```
10
C3H4N2O (ωB97M-V with the def2-TZVPD basis set)
C 0.722 -1.328 -2.119
O -1.639 -1.183 0.617
N -0.143 0.626 0.346
N -0.399 1.245 1.581
C 0.009 -1.138 -1.101
H -0.552 2.281 1.431
C -0.658 -0.674 0.074
H 0.496 1.101 2.144
H 0.861 0.674 -0.015
H 1.302 -1.604 -2.958
```

---

# C4H14N2O

2 unconnected molecules or ions with the total composition C4H14N2O (ωB97M-V with the def2-TZVPD basis set, the Open Molecules 2025 dataset).

Computed properties:
Relative energy (zero: lowest compared OMol25 entry of this formula, charge and spin)   95.10 kJ/mol
LUMO level   0.036 Eh
Spin multiplicity   1
Net charge   0

XYZ file:
```
21
C4H14N2O (ωB97M-V with the def2-TZVPD basis set)
C -0.498 -1.645 1.103
C -0.837 -0.232 0.611
H -0.932 3.531 0.418
H -1.370 -1.977 1.670
H 0.075 1.728 -1.399
H -0.941 -2.675 -0.756
H -1.439 0.264 1.367
C 0.106 1.840 -0.312
N 0.372 0.527 0.281
H 0.333 -1.590 1.808
H 1.885 0.073 -1.195
H 0.979 2.464 -0.123
C -0.141 -2.599 -0.019
N -1.019 2.547 0.244
O 2.635 0.507 -1.642
H 0.095 -3.596 0.341
H -1.439 -0.327 -0.304
H 0.868 0.679 1.153
H 0.737 -2.249 -0.558
H -1.928 2.283 -0.105
H 2.461 0.447 -2.583
```

---

# C75H173N7O15

13 unconnected molecules or ions with the total composition C75H173N7O15 in a non-equilibrium geometry (ωB97M-V with the def2-TZVPD basis set, the Open Molecules 2025 dataset).

Computed properties:
Relative energy (zero: lowest compared OMol25 entry of this formula, charge and spin)   0.00 kJ/mol
LUMO level   0.015 Eh
Spin multiplicity   1
Net charge   0

XYZ file:
```
270
C75H173N7O15 (ωB97M-V with the def2-TZVPD basis set)
C -1.312 26.458 23.045
H 0.500 13.697 24.924
H -1.164 22.572 15.522
H 6.187 25.227 16.875
H 9.136 25.562 17.663
H 6.126 12.533 30.398
H 2.669 18.931 31.875
C -1.310 28.925 22.879
C 6.027 24.487 25.242
H -4.000 17.808 19.514
H 1.886 28.319 20.229
H 2.756 12.539 20.380
N -2.320 20.840 26.051
H -1.788 16.597 19.162
H 0.118 28.656 18.453
C -1.033 27.566 22.076
H 2.803 13.174 27.715
H -1.779 27.657 17.687
H 1.329 22.330 18.545
C 3.214 13.080 28.703
H -2.233 20.282 22.913
H 2.318 20.822 21.668
C -0.310 14.815 23.306
H -3.461 24.752 20.283
H 1.467 24.639 19.227
H -1.289 19.011 24.127
H -1.117 23.841 25.264
H 0.382 22.208 24.415
C 6.585 21.210 17.100
C -1.444 23.633 15.353
N 7.198 23.468 16.626
H 6.866 14.866 31.061
H 5.152 13.750 28.172
C -1.583 21.832 25.221
H 5.208 21.787 25.306
O 3.167 15.657 31.380
H 6.724 25.168 18.576
H -1.870 20.670 27.890
H 6.630 23.811 19.669
H -4.610 20.681 24.660
C -3.463 23.717 20.622
C -0.400 24.518 16.018
H 4.581 28.437 19.503
H 5.938 27.868 17.079
H -1.465 29.782 22.259
C 4.733 12.951 28.725
H -1.753 22.827 23.339
O 0.978 17.675 30.289
H -0.081 13.980 22.649
H -3.610 19.350 18.964
H 5.170 13.868 21.544
H 0.550 16.480 22.921
H 1.242 18.246 21.017
C -1.382 17.628 19.261
H 6.570 26.262 14.221
H -1.329 30.187 20.022
C 1.207 19.066 30.307
H 0.124 20.803 20.524
H 4.164 22.796 26.459
H 2.060 24.941 20.902
O -0.200 16.005 22.581
C 5.163 22.973 23.406
C -3.604 18.922 26.638
H 4.395 23.870 16.801
H -2.491 15.013 23.076
H -0.992 23.851 17.786
H 1.716 25.148 15.861
C 5.359 21.655 24.226
H 5.854 27.344 19.220
H 0.335 20.883 25.518
H -1.180 18.342 25.765
H 2.724 12.222 29.200
H -3.558 26.629 21.525
H 1.568 17.439 25.806
H 3.305 17.930 22.261
H -1.032 23.184 19.846
H 6.118 22.233 21.588
C 5.065 12.846 30.200
H 4.914 15.623 20.970
N 3.822 23.645 23.564
H 5.154 28.588 11.863
C 4.277 26.991 17.795
H 4.606 21.664 21.831
H 1.378 23.587 15.205
C 2.558 12.950 21.373
C -1.563 27.966 19.653
H 4.113 12.953 32.593
H -4.013 18.031 26.212
H -2.090 26.118 18.537
H 4.724 23.283 21.232
H -3.344 27.413 18.387
H 0.498 26.494 21.193
H -2.579 29.710 18.706
C 8.482 22.184 18.387
H 7.052 27.642 15.217
C 1.146 20.715 20.064
H 1.570 15.052 24.307
H 2.805 21.653 19.354
H 4.416 27.256 12.731
H 3.272 18.027 25.196
H 0.996 27.663 22.521
C 3.499 24.204 24.900
H 1.501 12.961 21.525
H -3.262 22.810 24.392
H 9.688 24.128 16.644
C -2.444 22.181 23.988
H 2.840 15.519 27.599
N -1.873 27.220 20.907
H -1.560 23.801 14.245
H 0.954 15.217 29.974
C 6.238 27.238 14.592
H 1.009 14.490 28.362
O -0.160 23.988 17.329
H 9.947 24.206 18.390
H -4.180 24.027 18.237
H -0.360 29.148 23.391
H 6.629 21.623 19.148
C -3.008 20.897 23.322
H 0.132 15.388 25.238
O 2.854 22.608 23.312
C 3.243 15.607 28.603
C -3.803 20.085 24.289
H 3.133 19.218 23.247
C 5.656 22.559 15.055
H 0.636 29.517 20.685
C 4.601 14.552 20.930
H 4.355 12.003 30.622
H -2.320 26.420 23.348
H -4.313 19.643 27.081
C 2.166 18.077 25.130
C 4.819 14.145 30.977
H 4.513 25.438 26.430
C 0.403 27.501 21.618
C -2.242 27.206 18.544
C 4.988 27.223 15.448
H 1.429 24.493 24.505
H 5.506 26.993 21.554
H 0.949 13.400 29.807
H -2.880 23.615 21.526
H -4.313 19.114 20.696
H -0.721 25.539 16.098
H -0.378 22.929 26.630
H -2.934 21.759 19.764
H -2.203 17.658 24.615
H 7.425 20.230 18.629
H -1.468 17.325 21.720
H 9.332 21.847 17.740
H -2.480 23.770 15.738
H -0.240 20.612 23.857
H 3.306 18.798 30.283
H 4.580 20.968 23.893
C 4.669 25.178 25.348
H 1.896 19.111 25.400
C 3.275 23.111 25.958
H 2.877 16.577 28.887
C 0.857 28.446 20.483
C 2.554 19.303 30.911
C 1.324 14.367 29.403
H 6.113 24.908 23.172
H 8.015 24.905 19.671
C 8.047 23.557 17.904
C 5.902 15.243 30.685
H -2.232 28.958 23.514
H -3.421 22.681 17.298
N 5.357 27.025 16.890
H -2.192 23.314 26.559
C 4.830 13.761 32.540
H 0.968 20.035 19.226
H 8.948 22.436 19.363
O -1.648 23.130 19.109
H 0.215 19.513 28.377
H -0.357 17.506 19.579
C 4.398 26.886 21.389
C -0.246 21.334 24.721
H 4.256 15.639 28.557
H 0.963 24.985 14.263
H 4.439 28.186 15.279
H -2.839 29.531 20.523
H -2.821 18.653 27.343
H 3.456 27.552 17.335
H 6.522 22.334 14.426
O 1.618 22.980 20.483
C -1.829 18.611 24.920
H 0.510 19.225 22.308
H -4.620 23.511 20.774
H -1.998 14.916 24.703
H 5.231 23.508 14.892
C 2.306 25.057 24.713
C -2.957 22.838 19.495
H -0.668 26.491 23.915
C 0.969 24.597 15.328
H 2.773 20.357 30.980
H 6.376 21.207 24.087
C 5.131 22.584 21.936
H 4.925 23.218 18.330
C 5.369 27.658 12.423
C 7.308 24.363 19.026
H 4.390 14.674 32.963
C 1.746 22.000 19.498
O -3.239 27.467 21.241
N 3.342 14.424 30.718
C 0.540 14.751 24.518
C -2.888 19.592 25.446
H 3.313 16.366 30.735
C 9.264 24.423 17.562
C 2.118 24.273 20.011
H 5.992 27.005 11.823
H 2.046 25.718 25.626
O 6.128 28.129 13.548
H 5.779 13.442 33.004
H -1.059 25.521 22.610
H 5.037 12.069 28.173
O -2.339 17.675 21.428
H -1.860 13.427 23.631
O 6.809 24.814 16.219
C -3.677 18.757 19.856
C -2.205 18.445 20.272
H 7.165 23.516 23.468
H 2.690 22.284 25.509
H 3.130 24.225 19.697
H 4.837 21.832 14.886
H 3.842 27.797 21.572
H -1.313 18.052 18.305
H -3.668 21.142 22.502
H 6.832 25.158 25.554
O 4.094 26.553 20.093
H 4.184 22.219 17.098
C 2.788 14.389 29.353
H 1.876 18.804 28.233
H 2.511 23.473 26.718
O 1.872 17.758 23.767
H 5.802 16.233 31.321
C -3.916 22.930 18.316
C 1.247 19.458 28.826
H 6.133 23.646 25.952
C 1.465 19.040 21.779
C 4.755 27.415 19.208
H -4.248 19.191 23.855
H 7.203 20.840 16.240
H 5.669 20.595 17.198
H 3.955 25.999 18.042
H 3.153 12.353 22.125
H 1.198 17.258 31.114
C 3.085 14.375 21.492
H 4.276 26.460 15.200
C -2.116 29.443 19.733
O 2.278 15.187 20.607
N 2.023 20.111 21.007
H 2.424 25.727 23.852
C -1.767 14.519 23.704
H 0.489 19.698 30.813
C -0.012 27.998 19.328
H 2.331 22.956 22.607
O -1.351 20.516 27.087
H 3.083 14.800 22.546
C -1.285 23.091 26.025
H -4.853 22.294 18.343
H 1.590 20.505 28.715
C 7.265 21.281 18.370
C 6.227 24.009 23.754
H 1.353 14.946 20.738
H 6.107 15.582 29.661
H 0.251 26.990 19.017
H 4.685 26.042 24.688
C 4.869 23.032 17.268
H 4.027 26.104 22.068
H -1.642 19.354 20.444
C 6.092 22.580 16.495
C 2.489 18.506 22.751
H 4.618 14.217 19.909
```

---

# C2HBr2ClOS

A molecular structure, C2HBr2ClOS in a non-equilibrium geometry (ωB97M-V with the def2-TZVPD basis set, the Open Molecules 2025 dataset).

Computed properties:
Relative energy (zero: lowest compared OMol25 entry of this formula, charge and spin)   0.82 kJ/mol
LUMO level   -0.029 Eh
Spin multiplicity   1
Net charge   0

XYZ file:
```
8
C2HBr2ClOS (ωB97M-V with the def2-TZVPD basis set)
Br 0.834 2.746 -0.576
Br 2.512 0.035 -0.168
C -0.309 0.179 -0.409
H -1.109 0.929 -0.357
O -1.772 -1.993 -0.365
C 0.860 0.862 -0.379
Cl -0.566 -1.205 2.156
S -0.450 -1.554 0.097
```

---

# C35H33ClIKN8O3

A molecular structure, C35H33ClIKN8O3 in a non-equilibrium geometry (ωB97M-V with the def2-TZVPD basis set, the Open Molecules 2025 dataset).

Computed properties:
LUMO level   0.142 Eh
Spin multiplicity   1
Net charge   -2

XYZ file:
```
82
C35H33ClIKN8O3 (ωB97M-V with the def2-TZVPD basis set)
H 1.135 0.467 -4.468
C 0.117 2.794 -4.154
H 2.966 -2.524 2.827
C 0.646 2.521 -1.749
H 0.270 -2.474 -2.429
C 3.895 1.661 -1.150
H -2.735 -2.142 3.671
K 0.117 0.226 -0.120
N 0.393 -1.325 2.759
H 4.967 2.332 -2.881
H 0.961 -2.000 -4.001
Cl -6.187 -4.227 0.799
H 1.648 3.624 1.038
H 3.450 2.628 -0.946
H 0.155 4.310 -0.643
C -3.030 -0.874 0.219
H -3.872 -5.477 0.323
N 2.532 -1.560 1.009
H 1.690 0.314 2.555
C -0.989 -3.815 -0.273
C -3.172 -4.663 0.180
C 4.006 -0.557 -0.579
H -1.150 -0.568 -4.342
H 0.530 -4.658 2.469
H -1.824 -4.435 3.266
I -5.013 1.351 0.600
H -0.697 4.682 -4.805
H 2.088 0.522 -2.967
C -0.287 4.628 -2.687
N 1.876 1.269 2.253
C -1.197 -3.560 3.142
H 5.876 0.038 -3.340
O -2.170 0.025 0.104
C -2.089 4.888 3.304
C 2.285 -2.619 1.963
C 0.111 -3.687 2.703
H -0.211 5.191 1.567
H -1.564 0.556 -3.024
H 2.467 1.353 1.430
C 0.588 2.038 -3.081
C -2.674 -2.300 0.103
C 1.079 0.631 -3.372
C 0.878 -2.543 2.501
H -1.800 5.796 3.843
H 5.233 -1.824 -1.767
C -3.632 -3.333 0.286
C 0.177 3.844 -1.630
H 0.063 -3.976 -0.493
O 4.496 -2.647 0.415
N -0.958 4.007 3.097
C -4.972 -2.977 0.558
C -0.048 4.278 2.127
C 4.864 -0.815 -1.649
C -0.325 4.099 -3.969
N 0.264 -0.417 -2.759
H 2.479 -3.617 1.551
N 3.536 0.668 -0.336
C -0.821 2.851 3.910
C 4.734 1.493 -2.238
N 0.142 1.962 3.582
H -2.822 4.354 3.900
H -1.205 -0.194 3.359
H 1.872 -1.723 -2.494
C -5.347 -1.661 0.634
C -1.101 -0.405 -3.248
N -1.378 -2.568 -0.181
O -1.594 2.721 4.852
H -6.380 -1.413 0.838
H -2.523 5.162 2.342
H -0.632 5.645 -2.511
H -1.479 -5.918 -0.176
C -1.857 -4.906 -0.096
H -1.675 -1.186 -2.748
C 0.968 3.445 1.857
C -0.866 -1.206 3.172
C 0.993 2.207 2.591
C 5.224 0.219 -2.492
C -1.708 -2.292 3.367
C 3.660 -1.706 0.362
C 0.873 -1.718 -2.934
H 0.087 2.360 -5.153
C -4.409 -0.647 0.456
```